# 1
{"formula": "C55H99BI2O18", "method": "ωB97M-V with the def2-TZVPD basis set", "homo_lumo_gap_ev": 7.48, "e_above_lowest_kcal_mol": 0.0, "energy_ev": -112374.8099, "elements": ["C", "C", "C", "C", "C", "C", "C", "B", "O", "O", "C", "C", "C", "O", "C", "C", "C", "C", "O", "O", "C", "C", "I", "C", "C", "I", "C", "O", "H", "H", "H", "H", "H", "H", "H", "H", "H", "H", "H", "H", "H", "H", "H", "H", "H", "H", "H", "H", "H", "H", "H", "H", "H", "H", "H", "C", "C", "O", "C", "H", "H", "H", "H", "H", "H", "C", "C", "O", "C", "H", "H", "H", "H", "H", "H", "C", "C", "O", "C", "H", "H", "H", "H", "H", "H", "C", "C", "O", "C", "H", "H", "H", "H", "H", "H", "C", "C", "O", "C", "H", "H", "H", "H", "H", "H", "C", "C", "O", "C", "H", "H", "H", "H", "H", "H", "C", "C", "O", "C", "H", "H", "H", "H", "H", "H", "C", "C", "O", "C", "H", "H", "H", "H", "H", "H", "C", "C", "O", "C", "H", "H", "H", "H", "H", "H", "C", "C", "O", "C", "H", "H", "H", "H", "H", "H", "C", "C", "O", "C", "H", "H", "H", "H", "H", "H", "C", "C", "O", "C", "H", "H", "H", "H", "H", "H"], "positions_angstrom": [[4.5792, -0.9523, 1.7205], [3.1933, -0.5093, 2.2025], [2.1062, -1.5656, 1.9428], [1.0148, -1.5543, 3.0066], [-0.1685, -2.5046, 2.7351], [-1.0004, -2.0889, 1.5573], [-0.9063, -2.4988, 0.2726], [0.0684, -3.5943, -0.3189], [1.0056, -4.2579, 0.4598], [-0.0153, -3.8826, -1.6605], [-0.6348, -5.1007, -2.0714], [0.2136, -6.3440, -1.7898], [-1.8469, -1.8208, -0.6807], [-1.4972, -1.4585, -1.7889], [-3.2293, -1.5292, -0.1850], [-4.3670, -1.6398, -1.1493], [-4.2988, -2.9047, -2.0190], [-5.5663, -3.0759, -2.8191], [-6.2655, -4.0551, -2.7522], [-5.9109, -1.9933, -3.5771], [-3.3236, -1.1219, 1.0926], [-4.5476, -0.7113, 1.8577], [-5.4584, 0.9920, 0.9101], [-5.4724, -1.9105, 2.2725], [-4.9460, -3.2931, 1.9021], [-7.5185, -1.8097, 1.6456], [-2.0481, -1.0513, 1.8756], [-1.8858, -0.2385, 2.7680], [5.2034, -0.0975, 1.4631], [5.1014, -1.5432, 2.4728], [4.4814, -1.5787, 0.8299], [2.9197, 0.4223, 1.7023], [3.2175, -0.2961, 3.2745], [1.6616, -1.4019, 0.9584], [2.5756, -2.5540, 1.9375], [1.4523, -1.8496, 3.9650], [0.6158, -0.5460, 3.1362], [-0.8105, -2.4700, 3.6204], [0.1797, -3.5307, 2.6324], [0.5894, -4.8180, 1.1288], [-1.6186, -5.1869, -1.5948], [-0.8165, -4.9980, -3.1414], [0.1626, -7.0399, -2.6275], [1.2535, -6.0422, -1.6645], [-0.0943, -6.8656, -0.8832], [-5.3075, -1.6535, -0.5940], [-4.4088, -0.7542, -1.7887], [-3.4504, -2.8488, -2.7057], [-4.2050, -3.7920, -1.3907], [-5.4017, -2.0275, -4.4045], [-4.2050, -0.2616, 2.7849], [-5.5596, -1.8696, 3.3549], [-3.8854, -3.3835, 2.1461], [-5.1032, -3.5338, 0.8503], [-5.4850, -4.0304, 2.4959], [-0.7339, 1.1261, -6.0395], [-0.5719, -0.3693, -6.1512], [-0.5520, -0.9305, -7.2234], [-0.4214, -1.1113, -4.8489], [-0.8203, 1.5617, -7.0330], [-1.6265, 1.3624, -5.4571], [0.1271, 1.5612, -5.5274], [-1.2864, -0.9415, -4.2076], [0.4551, -0.7420, -4.3138], [-0.3081, -2.1776, -5.0327], [9.5866, -0.8677, 4.3130], [8.3891, -1.6781, 3.8948], [7.8644, -1.5295, 2.8138], [7.8600, -2.6686, 4.9030], [9.8709, -0.1922, 3.5090], [9.3534, -0.2909, 5.2084], [10.4241, -1.5246, 4.5548], [7.5848, -2.1486, 5.8221], [8.6354, -3.3938, 5.1558], [6.9932, -3.1843, 4.4965], [-5.1277, -5.7745, -5.3394], [-4.3188, -4.6423, -5.9159], [-4.5675, -3.4821, -5.6625], [-3.1917, -5.0170, -6.8399], [-5.9163, -5.3924, -4.6977], [-5.5597, -6.3626, -6.1514], [-4.4773, -6.4379, -4.7654], [-3.5830, -5.5890, -7.6830], [-2.4780, -5.6547, -6.3145], [-2.6825, -4.1279, -7.2024], [1.3740, 5.4284, -3.4960], [1.5161, 3.9323, -3.6214], [1.5397, 3.3860, -4.7009], [1.6200, 3.1494, -2.3352], [1.2993, 5.8813, -4.4816], [0.4809, 5.6706, -2.9174], [2.2327, 5.8417, -2.9638], [0.7336, 3.3197, -1.7217], [2.4857, 3.4861, -1.7621], [1.7152, 2.0883, -2.5528], [-4.3331, 4.0918, 3.1604], [-4.3142, 5.5816, 3.4001], [-3.5007, 6.1031, 4.1286], [-5.3769, 6.3834, 2.6919], [-3.5304, 3.6174, 3.7211], [-5.2942, 3.6762, 3.4672], [-4.2045, 3.8820, 2.0983], [-6.3629, 6.0406, 3.0079], [-5.2944, 6.2517, 1.6115], [-5.2621, 7.4370, 2.9392], [1.3728, 4.0818, -7.8216], [1.2778, 4.5536, -9.2474], [1.5735, 5.6834, -9.5645], [0.7738, 3.5576, -10.2644], [1.7243, 4.8895, -7.1859], [0.3928, 3.7533, -7.4701], [2.0531, 3.2330, -7.7375], [-0.2205, 3.2058, -9.9824], [1.4322, 2.6878, -10.2959], [0.7334, 4.0220, -11.2468], [-8.0206, 8.5587, 5.1503], [-8.0515, 7.0637, 5.3514], [-8.1834, 6.3013, 4.4221], [-7.8980, 6.5684, 6.7680], [-8.1371, 8.7916, 4.0949], [-8.8227, 9.0298, 5.7212], [-7.0741, 8.9627, 5.5138], [-8.6956, 6.9723, 7.3940], [-6.9473, 6.9112, 7.1802], [-7.9334, 5.4822, 6.7847], [-3.4673, 7.6199, -7.4312], [-1.9816, 7.3437, -7.4546], [-1.2810, 7.5814, -6.4986], [-1.4229, 6.7506, -8.7253], [-3.7507, 8.0403, -6.4695], [-3.7300, 8.3171, -8.2288], [-4.0216, 6.6960, -7.6061], [-1.6215, 7.4120, -9.5703], [-1.9099, 5.7926, -8.9245], [-0.3530, 6.6000, -8.6271], [9.1001, 3.1163, 7.7217], [10.1186, 2.1107, 7.2473], [9.8534, 0.9346, 7.1484], [11.4833, 2.6468, 6.8914], [8.1617, 2.6151, 7.9437], [9.4660, 3.6262, 8.6147], [8.9374, 3.8720, 6.9513], [11.9290, 3.1398, 7.7571], [11.3942, 3.3903, 6.0975], [12.1257, 1.8339, 6.5623], [3.3065, -8.9024, 1.6962], [2.6318, -7.5546, 1.6502], [1.5132, -7.3884, 2.0873], [3.3949, -6.4150, 1.0274], [2.6498, -9.6321, 2.1633], [3.5568, -9.2267, 0.6847], [4.2388, -8.8324, 2.2591], [3.6269, -6.6388, -0.0153], [4.3337, -6.2407, 1.5559], [2.7635, -5.5361, 1.0850], [8.1677, 1.1846, 1.0233], [8.2004, 2.6554, 1.3536], [7.8967, 3.0728, 2.4478], [8.6422, 3.5916, 0.2519], [7.8306, 0.6087, 1.8792], [7.5000, 1.0062, 0.1777], [9.1663, 0.8494, 0.7351], [7.9790, 3.4933, -0.6094], [9.6493, 3.3305, -0.0783], [8.6283, 4.6184, 0.6091], [-5.2845, -4.1435, 7.4321], [-5.3492, -4.4527, 5.9574], [-5.4720, -3.5789, 5.1304], [-5.2555, -5.9066, 5.5653], [-5.3628, -3.0708, 7.5886], [-6.0966, -4.6513, 7.9552], [-4.3445, -4.5088, 7.8494], [-6.0666, -6.4708, 6.0286], [-4.3145, -6.3296, 5.9214], [-5.3150, -6.0055, 4.4842]]}


# 2
{"formula": "C56H117N3O2S2", "method": "ωB97M-V with the def2-TZVPD basis set", "homo_lumo_gap_ev": 8.29, "smiles": "CCCCN(CCCC[C@H](C#N)[C@](C#N)(CCCCCCCOC)OCC)C(=S)SCCC.CCCCCC.CCCCCC.CCCCCC.CCCCCC.CCCCCC", "e_above_lowest_kcal_mol": 0.0, "energy_ev": -90205.0210, "elements": ["C", "C", "C", "C", "N", "C", "C", "C", "C", "C", "C", "N", "C", "C", "N", "C", "C", "C", "C", "C", "C", "C", "O", "C", "O", "C", "C", "C", "S", "S", "C", "C", "C", "H", "H", "H", "H", "H", "H", "H", "H", "H", "H", "H", "H", "H", "H", "H", "H", "H", "H", "H", "H", "H", "H", "H", "H", "H", "H", "H", "H", "H", "H", "H", "H", "H", "H", "H", "H", "H", "H", "H", "H", "H", "H", "H", "H", "H", "H", "H", "C", "C", "C", "C", "C", "C", "H", "H", "H", "H", "H", "H", "H", "H", "H", "H", "H", "H", "H", "H", "C", "C", "C", "C", "C", "C", "H", "H", "H", "H", "H", "H", "H", "H", "H", "H", "H", "H", "H", "H", "C", "C", "C", "C", "C", "C", "H", "H", "H", "H", "H", "H", "H", "H", "H", "H", "H", "H", "H", "H", "C", "C", "C", "C", "C", "C", "H", "H", "H", "H", "H", "H", "H", "H", "H", "H", "H", "H", "H", "H", "C", "C", "C", "C", "C", "C", "H", "H", "H", "H", "H", "H", "H", "H", "H", "H", "H", "H", "H", "H"], "positions_angstrom": [[5.2199, 2.0474, -0.7899], [5.0400, 3.5411, -1.0798], [4.5008, 4.3099, 0.1185], [3.9184, 5.6675, -0.2407], [2.8532, 5.5356, -1.2469], [1.5902, 5.0333, -0.6640], [0.4874, 6.0611, -0.4506], [-0.6444, 5.4526, 0.3755], [-0.4283, 5.5686, 1.8987], [-1.2152, 4.4732, 2.6574], [-2.0942, 5.0354, 3.6791], [-2.7106, 5.5606, 4.4919], [-0.4086, 3.2748, 3.2495], [0.5651, 2.8317, 2.2228], [1.3787, 2.4302, 1.5204], [-1.4102, 2.1226, 3.5121], [-0.7926, 0.7263, 3.7323], [-1.2573, -0.2814, 2.6755], [-0.5209, -0.2441, 1.3458], [-1.0498, -1.3306, 0.3938], [-0.6560, -1.0014, -1.0641], [-1.8387, -0.7699, -1.9988], [-2.1877, 0.6107, -2.0268], [-2.3461, 1.1521, -3.3164], [0.2166, 3.4943, 4.4768], [1.2835, 4.4388, 4.5377], [0.8627, 5.8458, 4.9769], [2.7327, 6.6270, -2.0941], [2.1045, 6.4632, -3.5939], [3.2763, 8.2468, -1.5352], [1.8503, 9.2756, -2.0196], [2.2138, 10.2381, -3.1535], [0.9962, 10.6949, -3.9457], [4.2920, 1.5120, -0.9853], [5.5561, 1.8501, 0.2274], [5.9715, 1.6207, -1.4538], [6.0134, 3.9396, -1.3673], [4.3487, 3.6316, -1.9159], [3.7639, 3.7091, 0.6561], [5.3210, 4.4705, 0.8222], [3.5059, 6.1180, 0.6719], [4.6984, 6.3335, -0.6037], [1.8565, 4.6572, 0.3210], [1.2257, 4.1706, -1.2211], [0.9281, 6.9244, 0.0534], [0.0818, 6.3848, -1.4070], [-1.6114, 5.8700, 0.1013], [-0.6903, 4.3872, 0.1261], [-0.7887, 6.5475, 2.2034], [0.6418, 5.5157, 2.0873], [-1.8864, 4.0269, 1.9234], [-2.1679, 2.0898, 2.7330], [-1.9096, 2.4289, 4.4309], [-1.1735, 0.3650, 4.6872], [0.2907, 0.7660, 3.8308], [-1.2334, -1.2982, 3.0749], [-2.3096, -0.0897, 2.4477], [-0.7355, 0.7080, 0.8609], [0.5563, -0.3567, 1.4638], [-0.6783, -2.3081, 0.6894], [-2.1385, -1.2817, 0.4501], [-0.0658, -0.0867, -1.0984], [-0.0253, -1.7825, -1.4903], [-2.7151, -1.3584, -1.7124], [-1.5539, -1.0886, -3.0056], [-2.7996, 0.4451, -4.0134], [-1.3926, 1.5052, -3.7205], [-3.0087, 2.0146, -3.2569], [1.8542, 4.4839, 3.6082], [1.9678, 4.0513, 5.2886], [0.8953, 6.5613, 4.1596], [-0.1160, 5.8381, 5.4449], [1.5724, 6.2047, 5.7205], [1.5095, 9.7936, -1.1257], [1.0451, 8.6314, -2.3614], [2.7349, 11.1166, -2.7690], [2.9296, 9.7289, -3.7941], [0.2300, 11.1228, -3.3017], [1.3021, 11.4777, -4.6404], [0.5960, 9.8823, -4.5483], [-2.4275, -4.7553, -0.8400], [-2.2491, -5.2373, -2.2764], [-3.1163, -4.4795, -3.2800], [-4.6231, -4.6032, -3.0471], [-5.1585, -6.0339, -3.0417], [-4.9543, -6.7647, -4.3654], [-3.4467, -4.9188, -0.4846], [-1.7563, -5.2934, -0.1685], [-2.2027, -3.6902, -0.7542], [-2.4569, -6.3094, -2.3310], [-1.2013, -5.1161, -2.5643], [-2.8705, -4.8208, -4.2896], [-2.8482, -3.4184, -3.2508], [-5.1412, -4.0328, -3.8246], [-4.8864, -4.1238, -2.0995], [-6.2283, -6.0005, -2.8192], [-4.6972, -6.6069, -2.2326], [-5.4288, -6.2241, -5.1869], [-5.3906, -7.7638, -4.3272], [-3.8960, -6.8804, -4.6043], [6.4108, 0.6605, -6.1823], [7.5742, 1.6160, -6.4334], [8.1122, 2.2634, -5.1589], [7.1036, 3.1312, -4.4058], [6.5007, 4.2788, -5.2131], [7.5336, 5.2970, -5.6871], [5.5453, 1.1789, -5.7668], [6.0920, 0.1872, -7.1122], [6.6997, -0.1304, -5.4865], [7.2694, 2.3852, -7.1482], [8.3884, 1.0637, -6.9101], [8.9952, 2.8589, -5.4079], [8.4642, 1.4763, -4.4839], [7.5978, 3.5435, -3.5195], [6.2914, 2.5022, -4.0285], [5.7644, 4.7902, -4.5870], [5.9506, 3.8879, -6.0733], [8.0795, 5.7213, -4.8417], [7.0511, 6.1183, -6.2187], [8.2601, 4.8500, -6.3678], [6.0500, -1.4767, -2.0602], [6.2215, -1.4794, -0.5432], [6.6994, -2.8212, 0.0089], [5.7453, -3.9913, -0.2349], [4.3355, -3.7961, 0.3207], [4.2963, -3.6283, 1.8368], [5.2797, -2.1800, -2.3805], [5.7548, -0.4886, -2.4153], [6.9847, -1.7452, -2.5576], [5.2822, -1.1858, -0.0662], [6.9527, -0.7143, -0.2687], [6.8844, -2.7166, 1.0817], [7.6686, -3.0646, -0.4379], [6.1809, -4.8917, 0.2099], [5.6782, -4.1908, -1.3080], [3.7340, -4.6671, 0.0474], [3.8584, -2.9344, -0.1543], [4.7453, -4.4891, 2.3365], [3.2680, -3.5361, 2.1898], [4.8321, -2.7338, 2.1582], [-4.0859, -3.4555, 3.1021], [-5.1924, -3.5325, 4.1463], [-6.0264, -2.2566, 4.2444], [-5.2428, -1.0097, 4.6603], [-4.5101, -1.1224, 5.9959], [-5.4405, -1.3519, 7.1830], [-3.3544, -2.6830, 3.3460], [-3.5506, -4.4047, 3.0384], [-4.4967, -3.2359, 2.1137], [-4.7633, -3.7784, 5.1216], [-5.8582, -4.3612, 3.8888], [-6.8510, -2.4245, 4.9426], [-6.4933, -2.0622, 3.2734], [-5.9368, -0.1645, 4.7063], [-4.5172, -0.7586, 3.8802], [-3.9511, -0.1969, 6.1611], [-3.7675, -1.9241, 5.9529], [-6.1768, -0.5497, 7.2623], [-4.8771, -1.3814, 8.1166], [-5.9787, -2.2971, 7.0974], [-6.4039, -7.1029, 0.1897], [-6.3657, -6.8661, 1.6971], [-5.6819, -7.9892, 2.4741], [-6.3603, -9.3551, 2.3622], [-7.8218, -9.3838, 2.8059], [-8.0186, -9.0182, 4.2741], [-6.9903, -7.9867, -0.0662], [-6.8559, -6.2524, -0.3234], [-5.3956, -7.2355, -0.2092], [-7.3818, -6.7114, 2.0705], [-5.8244, -5.9357, 1.8922], [-5.6128, -7.6995, 3.5267], [-4.6492, -8.0846, 2.1233], [-5.7931, -10.0732, 2.9627], [-6.2959, -9.7120, 1.3304], [-8.2130, -10.3906, 2.6382], [-8.4198, -8.7160, 2.1798], [-7.4500, -9.6878, 4.9226], [-9.0699, -9.0949, 4.5548], [-7.6998, -7.9956, 4.4823]]}